a:
Computed, not measured: a cluster of 4 separate species, C3H12O4 in total, with wB97M-V/def2-TZVPD.

Each line ends with the Löwdin charge.
Geometry (Å):
C -0.514 0.741 -0.996  -0.336
O -0.432 2.007 -0.409  -0.096
C -1.943 0.367 -0.882  -0.154
C -2.487 -0.932 -1.064  0.012
H 0.072 -0.108 -0.541  0.112
H -0.260 0.784 -2.085  0.134
H 0.487 2.446 -0.416  0.128
H -2.651 1.134 -0.784  0.071
H -3.685 -1.043 -1.207  0.098
H -1.955 -1.751 -0.747  -0.004
H -0.740 0.185 3.126  0.034
H -0.754 -0.374 1.747  0.025
O -0.177 -0.270 2.512  -0.038
H 2.505 -2.467 0.969  0.039
H 1.804 -1.439 1.847  0.007
O 2.466 -1.540 1.174  -0.029
H 3.092 1.379 -1.248  0.080
H 2.673 0.260 -0.057  0.012
O 2.500 0.623 -0.941  -0.096

frontier orbital gap: 9.69 eV
HOMO energy: -0.3326 Eh
SMILES string: C=CCO.O.O.O
LUMO energy: 0.0234 hartree

---

b:
Computed, not measured: a cluster of 4 separate species, C3H12O4 in total, with wB97M-V/def2-TZVPD.

Each line ends with the Löwdin charge.
Geometry (Å):
O -1.586 1.179 -1.426  0.045
C -1.614 0.773 -0.305  -0.255
C -0.617 -0.328 0.289  -0.169
C -0.509 -1.584 -0.625  -0.081
H -2.491 1.058 0.372  0.125
H 0.368 -0.022 0.353  0.051
H -1.059 -0.601 1.218  0.082
H -1.496 -1.776 -1.035  0.075
H 0.033 -1.438 -1.601  0.054
H -0.100 -2.435 -0.196  0.044
H 0.153 -1.351 -3.719  0.008
H 0.793 -0.226 -2.912  0.045
O 0.410 -0.444 -3.811  -0.073
H 1.270 2.312 -1.613  0.073
H 0.625 2.628 -0.239  0.059
O 1.100 1.918 -0.719  -0.081
H 2.055 -0.083 4.798  0.056
H 0.980 -0.121 5.688  0.043
O 1.683 0.541 5.483  -0.099

frontier orbital gap: 10.18 eV
HOMO energy: -0.3573 Eh
SMILES string: CCC=O.O.O.O
LUMO energy: 0.0169 hartree

---

c:
Computed, not measured: a cluster of 4 separate species, C3H12O4 in total, with wB97M-V/def2-TZVPD.

Each line ends with the Löwdin charge.
Geometry (Å):
C 0.751 0.542 -0.127  0.038
C -0.564 0.565 0.078  -0.490
O -1.501 1.138 -0.708  0.025
C -1.161 -0.207 1.227  -0.053
H 1.410 0.281 0.689  0.067
H 1.223 0.880 -1.042  0.064
H -1.315 2.072 -0.890  0.064
H -0.463 -0.748 1.858  0.078
H -1.914 -0.889 0.827  0.086
H -1.695 0.486 1.884  0.082
H -0.032 -3.587 -0.200  0.059
H 0.156 -2.000 -0.179  0.015
O 0.614 -2.860 -0.142  -0.061
H -1.687 4.375 -1.678  0.052
H -1.767 4.603 -0.215  0.053
O -1.931 3.924 -0.870  -0.026
H 2.722 -2.874 0.354  -0.022
H 3.535 -2.843 -0.912  0.029
O 3.618 -2.857 0.045  -0.062

frontier orbital gap: 9.34 eV
HOMO energy: -0.3311 Eh
SMILES string: C=C(C)O.O.O.O
LUMO energy: 0.0120 hartree

---

d:
Computed, not measured: a cluster of 3 separate species, C3H12O4 in total, with wB97M-V/def2-TZVPD.

Each line ends with the Löwdin charge.
Geometry (Å):
C 0.824 0.281 -0.196  -0.264
O 1.621 -0.793 -0.769  -0.080
C -0.455 0.449 -0.965  -0.184
C -1.385 1.478 -0.367  -0.274
O -2.481 1.649 -1.254  -0.066
H 0.648 0.011 0.847  0.117
H 1.425 1.188 -0.206  0.117
H 2.431 -0.705 -0.256  0.070
H -0.155 0.686 -1.990  0.128
H -0.987 -0.482 -1.037  0.119
H -1.723 1.071 0.583  0.114
H -0.895 2.451 -0.235  0.122
H -3.234 1.988 -0.761  0.082
H -4.196 0.123 2.850  0.030
H -5.455 0.787 2.382  0.032
O -4.999 -0.063 2.351  -0.062
H 6.476 -2.651 -0.411  0.032
H 5.763 -2.564 0.927  0.029
O 6.616 -2.785 0.533  -0.061

frontier orbital gap: 10.86 eV
HOMO energy: -0.3856 Eh
SMILES string: OCCCO.O.O
LUMO energy: 0.0134 hartree

---

Stability check: which of them is least stable? a.

---

a:
Computed, not measured: a cluster of 4 separate species, C3H12O4 in total, with wB97M-V/def2-TZVPD.

Each line ends with the Löwdin charge.
Geometry (Å):
C -0.205 -0.302 -2.135  -0.277
O -1.269 -1.239 -2.046  -0.055
C 0.410 0.006 -0.785  -0.155
C 0.984 1.186 -0.581  0.007
H -0.454 0.663 -2.568  0.108
H 0.528 -0.751 -2.756  0.097
H -1.620 -1.135 -1.155  0.076
H 0.391 -0.681 0.048  0.096
H 1.640 1.336 0.275  0.061
H 1.024 1.939 -1.348  0.059
H -0.577 0.628 -5.151  0.034
H 0.744 0.073 -4.804  0.014
O 0.304 0.526 -5.536  -0.058
H -0.195 -1.764 5.637  0.029
H -0.318 -1.041 6.944  0.032
O 0.116 -1.807 6.553  -0.065
H -1.233 1.069 3.274  0.033
H 0.023 0.358 2.717  0.018
O -0.293 0.937 3.417  -0.054

frontier orbital gap: 10.60 eV
HOMO energy: -0.3802 Eh
SMILES string: C=CCO.O.O.O
LUMO energy: 0.0093 hartree

---

b:
Computed, not measured: a cluster of 4 separate species, C3H12O4 in total, with wB97M-V/def2-TZVPD.

Each line ends with the Löwdin charge.
Geometry (Å):
C 0.714 0.125 0.172  0.050
C -0.601 -0.002 0.402  -0.479
O -1.027 0.333 1.665  0.015
C -1.643 -0.444 -0.556  -0.040
H 0.934 -0.059 -0.874  0.050
H 1.402 0.474 0.922  0.080
H -1.777 -0.178 1.988  0.105
H -1.309 -1.094 -1.372  0.079
H -2.377 -1.067 -0.030  0.083
H -2.223 0.293 -1.111  0.086
H 1.391 -3.060 0.914  0.031
H 1.337 -1.832 1.758  0.014
O 1.628 -2.769 1.805  -0.075
H 0.249 3.317 -0.255  0.021
H -0.812 2.616 0.519  -0.015
O -0.255 3.369 0.543  -0.025
H 0.708 0.334 -3.608  0.032
H 0.557 -1.248 -3.888  0.041
O 0.985 -0.549 -3.384  -0.052

frontier orbital gap: 9.61 eV
HOMO energy: -0.3419 Eh
SMILES string: C=C(C)O.O.O.O
LUMO energy: 0.0112 hartree

---

Stability check: which of them is least stable? a.

---

a:
Computed, not measured: an isolated molecule of C7H9N, with wB97M-V/def2-TZVPD.

Each line ends with the Löwdin charge.
Geometry (Å):
C -2.361 0.160 1.355  -0.119
C -0.042 -0.192 0.342  -0.270
C 1.234 -0.972 0.263  -0.134
C 2.047 -0.823 -0.614  -0.227
C 1.809 0.113 -1.656  -0.104
C 0.671 0.889 -1.693  -0.084
C -0.285 0.662 -0.682  -0.053
H -2.841 -0.017 2.160  -0.006
H -3.065 0.258 0.567  0.062
H -2.180 1.347 1.336  0.120
H -0.813 -1.332 2.128  0.241
H 1.532 -1.467 1.354  0.164
H 3.217 -1.464 -0.595  0.196
H 2.725 0.295 -2.593  0.174
H 0.530 1.514 -2.280  -0.025
H -1.176 1.420 -0.733  0.137
N -1.002 -0.390 1.341  -0.074

frontier orbital gap: 8.48 eV
HOMO energy: -0.2783 Eh
SMILES string: CNc1ccccc1
LUMO energy: 0.0333 hartree

---

b:
Computed, not measured: an isolated molecule of C7H9N, with wB97M-V/def2-TZVPD.

Each line ends with the Löwdin charge.
Geometry (Å):
C -0.701 0.475 0.982  -0.073
C -0.256 -0.666 1.374  -0.091
C -0.401 1.357 -0.256  -0.369
C 0.752 -0.611 -1.280  -0.070
C -0.855 2.630 -0.358  0.028
C 1.403 -1.242 -2.268  -0.065
C -0.216 -1.740 2.199  -0.133
N 0.351 0.749 -1.204  -0.006
H -1.114 1.138 1.792  0.123
H -0.672 3.422 -1.077  0.050
H -1.527 2.898 0.478  0.050
H 1.286 -0.975 -3.328  0.042
H 1.779 -2.297 -2.223  0.046
H -0.254 -1.690 3.281  0.083
H 0.762 -2.293 1.911  0.123
H -1.000 -2.504 1.959  0.107
H 0.662 1.346 -1.982  0.156

frontier orbital gap (spin up / spin down): 7.18 / 7.92 eV
HOMO energy (spin up / spin down): -0.2759 / -0.2788 Eh
LUMO energy (spin up / spin down): -0.0120 / 0.0124 hartree

---

Stability check: which of them is least stable? b.

---

a:
Computed, not measured: an isolated molecule of C7H9N, with wB97M-V/def2-TZVPD.

Each line ends with the Löwdin charge.
Geometry (Å):
C 1.287 -0.865 0.440  -0.397
C 1.050 0.419 -0.357  -0.057
C 0.077 -0.036 0.783  -0.238
C -1.290 -0.571 0.553  -0.098
C -2.206 -0.120 -0.295  -0.122
C -1.977 0.919 -1.325  -0.133
C -1.906 1.817 -2.159  0.095
H 2.502 -0.312 2.038  0.092
H 3.263 -1.163 0.860  0.079
H 1.042 -1.833 -0.109  0.159
H 1.742 1.249 -0.123  0.102
H 0.665 0.334 -1.422  0.107
H 0.110 0.535 1.737  0.148
H -1.706 -1.268 1.289  0.113
H -3.242 -0.459 -0.207  0.103
H -1.769 2.437 -3.044  0.033
N 2.358 -1.082 1.341  0.015

frontier orbital gap: 9.77 eV
HOMO energy: -0.3203 Eh
SMILES string: C#C/C=C\[C@@H]1C[C@H]1N
LUMO energy: 0.0388 hartree

---

b:
Computed, not measured: a structure of composition C7H9N, with wB97M-V/def2-TZVPD.

Each line ends with the Löwdin charge.
Geometry (Å):
C 1.113 -0.417 0.889  -0.077
C 2.046 0.914 -0.506  0.159
C -0.567 1.390 -0.091  -0.091
C -1.693 0.285 0.160  -0.135
C -1.016 -0.941 -0.361  -0.217
C 0.389 -1.454 0.109  -0.231
C 0.699 0.495 -0.406  -0.495
H 2.152 -0.599 1.155  0.103
H 0.705 -0.003 1.892  0.154
H 2.561 0.226 -1.157  0.020
H -0.671 2.107 -0.919  0.114
H -2.433 0.586 -0.672  0.131
H -2.089 0.217 1.202  0.122
H -1.764 -1.534 -0.996  0.148
H 0.766 -2.524 0.136  0.149
H -0.462 2.030 0.739  0.085
N 0.263 -0.779 -1.175  0.061

frontier orbital gap: 8.91 eV
HOMO energy: -0.3081 Eh
LUMO energy: 0.0193 hartree

---

c:
Computed, not measured: a structure of composition C7H9N, with wB97M-V/def2-TZVPD.

Each line ends with the Löwdin charge.
Geometry (Å):
C -2.804 0.030 -0.043  -0.081
C -1.350 -0.101 0.081  -0.326
C -0.482 1.155 0.044  0.025
C 0.790 0.761 -0.024  -0.210
C 2.251 0.736 0.079  -0.105
C 2.088 -0.771 -0.203  -0.201
C -0.570 -1.095 0.041  -0.113
H -3.015 0.818 -0.813  0.082
H -3.381 -0.841 -0.519  0.097
H -3.212 0.288 0.992  0.099
H -0.856 2.146 -0.204  0.101
H 2.559 0.840 1.276  0.172
H 2.978 1.303 -0.639  0.132
H 2.807 -1.220 0.448  0.082
H 2.398 -1.295 -1.151  0.131
H -0.935 -2.040 0.404  0.129
N 0.733 -0.713 0.231  -0.016

frontier orbital gap: 9.22 eV
HOMO energy: -0.3039 Eh
LUMO energy: 0.0349 hartree

---

Stability check: which of them is least stable? b.

---

a:
Computed, not measured: a cluster of 2 separate species, C7H9N in total, with wB97M-V/def2-TZVPD.

Each line ends with the Löwdin charge.
Geometry (Å):
C -3.153 0.501 -1.806  -0.048
C -2.104 0.986 -1.102  -0.118
C 2.006 -1.106 0.184  -0.205
C 0.714 -1.245 -0.344  -0.056
C -0.340 -0.382 0.046  -0.121
C 0.013 0.716 0.854  -0.069
C 1.283 0.606 1.502  -0.084
H -3.010 -0.388 -2.472  0.077
H -4.049 0.737 -1.305  0.028
H -1.164 0.508 -1.392  0.042
H -2.332 1.769 -0.367  0.084
H 2.788 -1.797 -0.229  0.113
H 0.525 -2.058 -1.019  0.094
H -1.279 -0.486 -0.401  0.030
H -0.474 1.582 1.179  0.076
H 1.709 1.394 2.192  0.108
N 2.396 -0.247 1.116  0.050

frontier orbital gap: 10.20 eV
HOMO energy: -0.3508 Eh
SMILES string: c1ccncc1.C=C
LUMO energy: 0.0241 hartree

---

b:
Computed, not measured: a cluster of 2 separate species, C7H9N in total, with wB97M-V/def2-TZVPD.

Each line ends with the Löwdin charge.
Geometry (Å):
C -1.294 1.327 0.371  -0.244
C -1.472 0.746 -0.907  -0.060
C -1.742 -0.684 -1.010  -0.009
C -1.171 -1.337 0.147  -0.112
C -0.800 -0.634 1.238  -0.201
C 2.388 -0.587 0.146  -0.127
C 2.482 0.652 -0.393  -0.117
H -1.356 2.514 0.561  0.148
H -1.840 1.603 -1.430  0.076
H -2.013 -1.179 -1.962  0.105
H -0.836 -2.388 0.021  0.112
H -0.593 -1.000 2.296  0.129
H 1.810 -0.677 1.225  0.091
H 2.251 -1.516 -0.559  0.068
H 2.450 1.363 0.360  -0.002
H 2.625 1.072 -1.510  0.103
N -0.890 0.726 1.405  0.040

frontier orbital gap: 10.14 eV
HOMO energy: -0.3529 Eh
SMILES string: c1ccncc1.C=C
LUMO energy: 0.0199 hartree

---

Stability check: which of them is least stable? b.

---

a:
Computed, not measured: a structure of composition C7H9N, with wB97M-V/def2-TZVPD.

Each line ends with the Löwdin charge.
Geometry (Å):
C -2.492 0.115 -0.260  -0.138
C -0.281 -0.519 -0.130  -0.442
C 0.772 -1.444 0.051  -0.087
C 1.957 -0.743 0.161  -0.076
C 2.027 0.792 -0.117  -0.046
C 0.749 1.453 0.118  -0.041
C -0.157 0.486 0.975  -0.217
H -1.925 0.842 -0.982  0.063
H -3.776 0.537 0.056  0.153
H -2.410 -1.174 -0.760  0.173
H -0.196 0.204 -1.042  0.152
H 0.750 -2.448 -0.336  0.101
H 2.969 -1.261 0.260  0.113
H 2.970 1.176 -0.321  0.054
H 0.282 2.548 -0.228  0.157
H 0.205 -0.290 1.824  0.185
N -1.443 -0.275 0.733  -0.104

frontier orbital gap: 8.76 eV
HOMO energy: -0.3023 Eh
LUMO energy: 0.0197 hartree

---

b:
Computed, not measured: an isolated molecule of C7H9N, with wB97M-V/def2-TZVPD.

Each line ends with the Löwdin charge.
Geometry (Å):
C -0.764 1.764 0.932  -0.074
N -1.929 0.167 -0.668  0.042
C -0.603 -0.279 -0.471  -0.297
C 0.102 0.715 0.288  -0.225
C 1.408 0.429 0.684  -0.052
C 2.028 -0.743 0.164  -0.109
C 1.258 -1.701 -0.530  -0.102
C -0.077 -1.456 -0.934  -0.047
H -0.075 2.302 1.555  0.059
H -1.376 2.309 0.195  0.076
H -1.499 1.346 1.679  0.101
H -2.549 -0.609 -0.857  0.079
H -2.089 0.722 -1.517  0.105
H 2.020 0.893 1.516  0.127
H 3.089 -0.969 0.295  0.092
H 1.734 -2.721 -0.907  0.133
H -0.679 -2.171 -1.425  0.092

frontier orbital gap: 9.45 eV
HOMO energy: -0.3088 Eh
SMILES string: Cc1ccccc1N
LUMO energy: 0.0387 hartree

---

c:
Computed, not measured: an isolated molecule of C7H9N, with wB97M-V/def2-TZVPD.

Each line ends with the Löwdin charge.
Geometry (Å):
C 0.923 2.244 -0.166  0.032
C 0.789 0.884 -0.004  -0.219
C 1.849 -0.129 0.212  -0.050
C 1.358 -1.395 -0.164  -0.072
C -0.154 -1.430 -0.297  -0.144
C -0.662 0.046 -0.172  -0.437
C -1.888 -0.035 0.706  -0.092
H 2.040 2.513 -0.161  0.075
H 0.054 2.910 0.021  0.061
H 2.837 0.152 0.643  0.111
H 1.920 -2.240 -0.114  0.055
H -0.154 -2.107 -1.363  0.171
H -0.670 -1.996 0.455  0.072
H -2.391 -1.081 0.887  0.127
H -1.908 0.616 1.676  0.126
H -2.148 0.322 -1.539  0.134
N -1.795 0.725 -0.619  0.050

frontier orbital gap: 9.06 eV
HOMO energy: -0.2998 Eh
SMILES string: C=C1C=CC[C@@]12CN2
LUMO energy: 0.0333 hartree

---

Stability check: which of them is least stable? a.